Below is C16H21N3O5 in the gas phase in a non-equilibrium geometry, with properties calculated with wB97M-V/def2-TZVPD.

```
45
Properties=species:S:1:pos:R:3:forces:R:3
C -4.6903 -1.7667 -1.8272 -1.88 -1.66 -5.43
C -5.5512 -1.4660 -0.7714 -6.53 -0.30 4.76
O -4.9435 -1.4317 0.4849 -2.01 -7.36 -0.59
C -4.6239 -0.3415 1.0492 -0.11 4.93 2.75
C -3.4066 0.1201 0.2690 -0.65 0.37 13.28
C -2.8631 1.2928 1.3619 -2.15 0.50 -1.09
N -1.7550 1.8695 0.8539 5.86 7.83 -7.16
C -0.4707 1.4633 0.4262 -2.31 -5.28 4.58
C -0.1610 0.2553 1.0945 3.52 -2.47 0.66
C 1.1763 -0.3723 1.0677 -3.74 8.65 -3.64
C 2.0619 0.4936 0.3203 0.95 -8.54 2.43
N 3.3800 -0.3550 0.2496 1.22 5.74 1.78
C 3.5762 -1.4080 -0.5688 -8.85 -4.16 1.25
O 2.4372 -1.9870 -0.8053 3.56 1.26 -1.20
C 4.7976 -2.1259 -0.7499 2.65 2.91 7.15
C 5.8036 -0.9554 -0.5780 3.84 -1.94 -6.86
C 5.8446 -0.0932 0.5857 -8.82 -8.63 3.90
C 4.4174 0.4387 0.9145 2.87 -3.80 -5.22
O 4.2860 1.5616 1.1389 -1.49 4.33 2.45
C 1.7291 1.5668 -0.4438 13.01 -7.11 1.35
C 0.5902 1.8750 -0.3449 -13.89 10.30 -0.34
N 0.3850 3.3396 -0.9267 -1.10 -2.02 -3.17
O 1.2624 3.6576 -1.7805 -3.06 0.67 2.83
O -0.7973 3.7861 -0.7698 3.57 0.48 -0.84
H -4.3311 -2.7494 -1.6835 1.68 -0.67 0.22
H -5.3490 -1.9992 -2.8129 1.16 0.85 2.04
H -4.0981 -0.9274 -2.1040 1.23 0.07 -0.06
H -6.0940 -0.5523 -0.7560 -0.21 1.49 -1.14
H -6.6324 -2.1441 -0.5158 3.31 0.89 -1.43
H -5.5164 0.4711 1.0782 1.64 -1.05 -0.76
H -4.5729 -0.4290 2.2136 0.76 -0.43 -1.89
H -2.6798 -0.4923 0.0740 3.74 -3.61 -1.16
H -3.6930 0.7618 -0.2747 -3.61 7.74 -9.04
H -2.5586 0.8884 2.2816 -0.52 -0.89 1.67
H -3.4997 2.3709 1.5327 0.62 -3.81 -0.25
H -1.8412 2.7126 0.1176 -0.89 -2.02 2.67
H -0.8171 -0.2307 1.8104 -0.53 0.30 -0.42
H 1.3313 -1.2791 1.4530 1.11 -3.11 1.53
H 5.0528 -2.8105 0.2750 -1.21 1.44 -2.88
H 4.8405 -2.6411 -1.5993 0.30 -2.08 -3.30
H 5.7968 -0.2600 -1.6435 -0.25 -1.76 2.82
H 6.8273 -1.5465 -0.7147 -1.56 1.72 0.43
H 6.1600 -0.7996 1.3967 -0.44 0.39 0.01
H 6.5786 0.4293 0.5132 7.81 7.61 -0.67
H 2.6110 1.8101 -0.8916 1.36 2.20 -2.02
```
Positions in Å, forces in eV/Å.

The HOMO energy comes out at -7.8 eV. The SMILES is CCOCCCNc1ccc(N2C(=O)CCCC2=O)cc1[N+](=O)[O-]. The relative energy (zero: lowest compared OMol25 entry of this formula, charge and spin) comes out at 1818.0 kJ/mol. The total charge is 0. The value obtained for the LUMO energy is -0.6 eV. Its maximum force is 17.29 eV/A.



Below is 5 unconnected molecules or ions with the total composition C38H78B2BrFN3O20P2 in a non-equilibrium geometry, with properties calculated with wB97M-V/def2-TZVPD.

```
145
Properties=species:S:1:pos:R:3:forces:R:3
C 7.9638 -3.3220 -1.6953 -0.70 -0.31 0.38
C 6.6300 -2.3681 -1.7632 -0.11 0.12 -0.26
C 6.0951 -2.0497 -3.2996 1.29 0.00 0.66
O 5.8294 -0.6046 -3.3529 -1.74 0.04 0.53
C 4.4247 -0.2950 -2.9601 -0.51 -0.83 -1.55
C 4.1047 1.3507 -3.0152 2.34 -2.50 -0.84
O 2.9272 1.5270 -3.7606 -0.22 1.05 1.91
C 1.6727 2.0396 -3.1169 0.43 -2.18 -0.25
N 1.4488 3.1813 -3.9827 -4.36 6.09 0.87
C 0.6319 4.1709 -3.8614 -3.91 0.38 3.74
O -0.3500 5.0410 -3.4874 7.76 -6.01 -3.61
B 0.7278 0.8095 -3.7666 0.36 -3.75 0.01
O 1.2115 -0.5954 -3.4814 -0.49 2.76 -1.44
C -0.3985 0.8059 -4.8974 -1.13 -0.47 -1.55
C -1.5103 1.9442 -5.0786 -0.74 0.46 -2.05
C 1.7256 2.1455 -1.4544 -2.49 -2.21 -0.62
C 1.6050 0.7357 -0.6605 2.37 -2.73 -0.13
C 0.2359 -0.1061 -0.5069 -1.59 -1.68 0.50
C 0.0084 -0.7642 1.0219 -1.17 -0.28 -0.61
C -1.0083 -2.0855 0.8647 -0.61 1.00 1.16
C -2.5144 -1.6008 0.3199 0.71 1.12 1.63
O -2.5750 -1.5707 -1.1522 -1.37 -3.68 0.18
C -3.1524 -2.8012 -1.7109 -4.13 -2.90 0.43
C -2.3462 -3.4436 -3.0231 0.21 1.86 0.09
O -4.2696 -3.4120 -1.2958 7.06 4.26 -1.86
P 0.1586 3.1390 -0.7994 -2.10 1.75 -0.44
C -0.4868 2.6759 0.8980 -1.28 -0.71 2.36
O -1.2621 2.7064 -1.7923 1.85 0.68 1.22
N 3.0375 2.9170 -1.1099 0.05 -2.03 0.98
N 3.0661 4.1177 -1.7715 -2.65 8.02 -0.05
C 2.5387 5.2249 -1.2752 -6.82 1.81 2.12
O 1.6459 6.1483 -0.8137 8.37 -7.01 -4.06
B 3.2316 3.3282 0.3188 2.38 0.92 7.81
O 4.4218 4.1348 0.8086 -3.31 0.18 -2.55
O 2.5138 2.9594 1.5483 1.07 -1.22 -3.03
C 4.3071 2.2121 -1.6470 1.88 -2.39 -2.23
C 5.3479 1.5099 -0.6830 2.68 0.23 1.22
C 5.0882 0.3785 0.4081 -3.28 -6.39 2.73
O 4.2051 -0.5984 0.5393 5.64 7.17 -1.46
F 6.1337 0.2833 1.5098 -2.60 1.15 -3.58
P 5.4355 3.7253 -2.2638 2.37 2.17 0.93
O 7.1099 3.2389 -2.3220 -2.39 -0.07 -1.70
Br 4.9756 4.3806 -4.4004 0.19 -0.91 0.65
H 8.8977 -2.9138 -2.2748 -2.03 -0.62 0.97
H 8.2707 -3.4313 -0.5704 -0.58 0.10 -2.17
H 7.6651 -4.3805 -2.1081 0.80 2.02 0.80
H 5.7191 -2.8425 -1.1704 2.13 0.92 -0.98
H 6.9013 -1.3161 -1.2842 -0.65 -2.18 -0.99
H 6.9907 -2.2402 -4.0651 -2.16 0.39 1.59
H 5.1345 -2.6516 -3.5886 1.85 1.02 0.48
H 4.1611 -0.8378 -1.9957 0.31 0.87 -1.02
H 3.7722 -0.7619 -3.8451 1.06 1.21 2.10
H 5.0193 1.6450 -3.7514 -2.04 -0.34 1.68
H 1.1429 -1.1527 -4.3094 -0.33 0.95 1.44
H -0.9995 -0.2301 -4.8854 1.54 2.10 0.28
H 0.1838 0.7566 -5.9446 -1.04 0.12 2.15
H -1.0323 2.8642 -5.6725 -1.17 -1.78 1.63
H -2.3150 1.5106 -5.8524 1.75 0.97 1.71
H -2.1325 2.2846 -4.1582 1.57 -0.68 -1.48
H 2.0070 0.7223 0.4507 -0.56 0.87 -2.43
H 2.3406 -0.0248 -1.2151 -1.51 1.64 1.25
H 0.2029 -1.0944 -1.1806 0.45 2.61 1.09
H -0.7741 0.4286 -0.7190 1.95 -0.56 0.05
H 1.0099 -1.0768 1.5338 -1.80 0.58 -0.97
H -0.6207 -0.0377 1.7232 1.69 -1.37 -1.42
H -0.5443 -2.9461 0.2255 -0.94 1.59 1.24
H -1.2148 -2.4128 1.9944 0.58 0.30 -2.55
H -2.6230 -0.4695 0.6760 0.12 -2.34 -0.89
H -3.3909 -2.1841 0.8383 1.76 0.85 -1.46
H -1.7620 -2.5412 -3.5428 -1.13 -1.98 1.25
H -1.5569 -4.2364 -2.6566 -1.81 1.53 -0.68
H -3.0896 -3.8479 -3.8379 1.37 0.59 2.04
H 0.1533 1.9747 1.5702 -0.99 1.33 -1.42
H -0.6292 3.6829 1.5253 0.58 -2.01 -1.62
H -1.5837 2.1995 0.8978 2.45 0.93 -0.48
H -1.8785 3.4915 -1.8556 1.34 -0.87 0.06
H 4.0736 5.0597 1.0453 0.89 -1.89 -0.13
H 3.0307 2.2985 2.1088 -0.76 1.45 -0.92
H 6.2067 1.0309 -1.3758 -2.06 0.82 1.19
H 6.0031 2.3507 -0.1303 -1.61 -1.81 -0.86
H 7.4616 3.3520 -3.2511 -0.43 -0.35 1.25
C -1.2665 4.6486 6.5282 0.11 0.03 0.25
O -1.1009 3.4670 7.3049 -0.29 -0.15 -0.63
C -1.9556 2.4058 6.8659 0.57 -0.15 0.24
C -1.1836 1.3828 6.0275 -0.52 0.27 -0.15
O -0.7542 1.9477 4.7846 0.39 0.07 0.21
C 0.6254 2.2971 4.8005 -0.24 0.03 -0.17
H -0.4466 5.3322 6.7655 -0.10 -0.13 0.09
H -1.2431 4.4386 5.4560 -0.04 -0.05 0.02
H -2.2126 5.1322 6.7900 -0.01 0.06 -0.11
H -2.8160 2.8002 6.3125 0.14 -0.05 -0.03
H -2.3336 1.9095 7.7654 0.00 -0.02 -0.07
H -1.8543 0.5519 5.7839 0.03 0.03 0.05
H -0.3335 0.9754 6.5875 -0.07 0.15 -0.02
H 1.2376 1.3919 4.7453 0.13 -0.02 0.09
H 0.8906 2.8711 5.6912 -0.01 -0.06 0.03
H 0.8335 2.9146 3.9215 -0.13 -0.07 0.03
C -3.6124 -8.1650 -5.0382 0.18 0.12 -0.05
O -3.3102 -7.0982 -4.1452 -0.32 -0.27 0.11
C -4.3504 -6.8842 -3.1852 0.57 0.13 0.21
C -3.9821 -7.4843 -1.8252 -0.57 -0.31 -0.30
O -3.9272 -8.9131 -1.8856 0.43 0.36 -0.13
C -2.5908 -9.3981 -1.9511 -0.23 -0.20 0.01
H -2.7031 -8.4171 -5.5908 -0.09 0.14 0.10
H -3.9536 -9.0573 -4.5073 -0.03 0.06 0.02
H -4.3777 -7.8434 -5.7512 -0.05 -0.11 -0.02
H -5.3050 -7.2842 -3.5471 0.12 -0.07 0.09
H -4.4612 -5.8008 -3.0729 -0.04 -0.03 0.09
H -4.7657 -7.2267 -1.1048 0.05 0.05 -0.05
H -3.0363 -7.0710 -1.4552 -0.04 -0.03 -0.13
H -2.1108 -9.2952 -0.9733 0.12 0.01 -0.02
H -2.0039 -8.8754 -2.7098 -0.01 0.06 0.02
H -2.6231 -10.4594 -2.2153 -0.11 0.16 0.10
C 2.0644 5.5734 9.6777 -0.16 0.24 0.14
O 0.7562 5.9507 10.0940 0.22 -0.42 -0.07
C -0.1936 4.8940 9.9194 0.02 0.28 0.51
C -0.4964 4.1953 11.2481 0.31 -0.33 -0.43
O 0.6472 3.4852 11.7341 -0.11 0.50 0.04
C 1.3132 4.1874 12.7775 0.10 -0.24 -0.04
H 2.7691 6.3290 10.0359 -0.18 -0.03 -0.05
H 2.3589 4.6037 10.0867 -0.06 -0.01 -0.03
H 2.1091 5.5430 8.5847 0.10 -0.09 -0.06
H 0.1536 4.1763 9.1667 -0.04 0.07 0.23
H -1.1146 5.3531 9.5459 0.00 -0.06 0.00
H -1.2843 3.4529 11.0820 0.00 0.05 -0.02
H -0.8606 4.9103 11.9953 0.11 0.00 -0.10
H 0.7263 4.1261 13.6989 0.04 0.11 0.05
H 1.4885 5.2338 12.5179 -0.08 0.01 -0.01
H 2.2832 3.7106 12.9478 -0.20 -0.04 -0.07
C -5.0671 -0.7627 -6.1048 0.16 -0.23 -0.02
O -4.9627 -1.9367 -5.3062 -0.27 0.34 -0.03
C -5.9385 -1.9683 -4.2593 0.09 -0.61 -0.14
C -7.1031 -2.8973 -4.6144 -0.19 0.65 0.03
O -7.8645 -2.3803 -5.7104 0.48 -0.28 -0.01
C -7.5613 -3.0395 -6.9347 -0.22 0.17 -0.02
H -4.4550 -0.9019 -7.0002 -0.03 -0.07 0.15
H -6.0971 -0.5710 -6.4156 0.02 -0.01 0.07
H -4.6825 0.0973 -5.5479 -0.07 0.13 -0.02
H -6.2965 -0.9582 -4.0277 -0.05 -0.10 -0.12
H -5.4362 -2.3591 -3.3685 -0.11 0.00 -0.01
H -7.7805 -2.9539 -3.7557 0.08 -0.01 -0.01
H -6.7466 -3.9118 -4.8287 0.07 0.13 -0.02
H -8.0031 -4.0405 -6.9359 0.08 -0.05 -0.07
H -6.4846 -3.1086 -7.1051 0.02 -0.04 0.06
H -8.0005 -2.4619 -7.7537 -0.02 -0.05 0.21
```
Positions in Å, forces in eV/Å.

The HOMO energy comes out at -10.3 eV. The total charge is +1. The value obtained for the LUMO energy is -5.2 eV. Its maximum force is 11.65 eV/A.



Sequential DFT total energy output: -31623.5111; -178754.3845 eV